DFT (ωB97M-V with the def2-TZVPD basis set) results for a molecular structure, C39H45N5P2Zn.

## Properties
Gap between HOMO and LUMO (alpha / beta) in eV: 3.05 / 2.69
Charge: 0

Atoms and positions in Å:
Zn: 0.706 -1.803 -0.269
C: -0.490 4.632 3.498
C: -1.407 3.982 2.771
C: -1.204 3.633 1.310
C: 0.114 2.860 1.053
C: 1.202 3.610 0.322
C: 1.459 4.911 0.506
C: 0.771 5.778 1.510
C: 0.762 5.251 2.979
C: 1.838 -2.947 0.977
H: -0.615 4.826 4.570
H: -2.382 3.714 3.210
H: -1.258 4.508 0.649
H: -2.014 2.963 0.989
H: 0.475 2.481 2.016
H: -0.092 1.942 0.472
H: 1.784 3.014 -0.399
H: 2.196 5.434 -0.125
H: -0.241 6.068 1.202
H: 1.366 6.701 1.529
H: 1.639 4.604 3.104
H: 0.946 6.129 3.623
H: 1.409 -2.743 1.988
H: 2.929 -2.756 0.957
H: 1.654 -3.990 0.667
P: 2.055 -1.430 -2.040
P: -1.711 -0.899 -1.781
N: 3.249 -0.187 -2.216
N: 2.744 -2.671 -3.120
N: -1.732 0.720 -2.493
N: -3.237 -1.257 -2.843
C: 0.764 -0.760 -3.134
C: -0.515 -1.617 -2.997
C: 4.454 -0.137 -1.492
C: 5.303 0.763 -2.122
C: 4.634 1.253 -3.292
C: 3.381 0.658 -3.332
C: 3.072 -3.973 -2.727
C: 3.466 -4.696 -3.844
C: 3.406 -3.807 -4.967
C: 2.973 -2.575 -4.497
C: -1.662 1.954 -1.838
C: -1.319 2.946 -2.745
C: -1.169 2.313 -4.020
C: -1.444 0.967 -3.845
C: -3.925 -0.611 -3.874
C: -4.851 -1.488 -4.447
C: -4.742 -2.729 -3.736
C: -3.747 -2.559 -2.780
H: 1.069 -0.681 -4.193
H: 0.605 0.258 -2.744
H: -1.004 -1.829 -3.958
H: -0.325 -2.606 -2.539
H: 4.543 -0.690 -0.568
H: 6.311 1.026 -1.826
H: 5.036 1.914 -4.049
H: 2.548 0.819 -4.009
H: 2.953 -4.255 -1.688
H: 3.751 -5.745 -3.866
H: 3.646 -4.049 -5.995
H: 2.758 -1.651 -5.024
H: -1.930 2.018 -0.795
H: -1.190 4.006 -2.537
H: -0.912 2.776 -4.965
H: -1.428 0.169 -4.575
H: -3.729 0.410 -4.173
H: -5.525 -1.249 -5.262
H: -5.329 -3.629 -3.883
H: -3.345 -3.254 -2.060
C: 1.253 1.033 4.671
C: 1.331 0.668 3.323
C: 0.419 -0.235 2.801
C: -0.351 -1.064 3.666
C: -0.251 -0.815 5.074
C: 0.467 0.279 5.545
N: -1.079 -2.087 3.129
C: -2.117 -2.646 3.832
C: -2.178 -4.057 4.028
C: -3.004 -4.572 5.020
C: -3.862 -3.732 5.745
C: -3.969 -2.379 5.404
C: -3.146 -1.844 4.424
H: 1.827 1.876 5.048
H: 2.072 1.128 2.675
H: 0.253 -0.358 1.728
H: -0.780 -1.491 5.753
H: 0.400 0.531 6.600
H: -1.467 -4.670 3.463
H: -2.969 -5.638 5.243
H: -4.461 -4.142 6.558
H: -4.668 -1.727 5.927
H: -3.215 -0.797 4.126